ORCA calculation (the ωB97M-V functional and the def2-TZVPD basis) on a structure of composition C4H6O2Tb.

Geometry as XYZ:
```
13
Properties=species:S:1:pos:R:3:forces:R:3
O -2.851 0.607 0.809 0.19 -0.22 0.10
C -1.892 0.088 0.055 -0.33 0.83 -0.27
C -0.567 -0.011 0.417 2.95 -1.91 2.57
C 0.457 -0.744 -0.242 -0.54 0.47 -4.02
C 1.948 -0.478 -0.126 0.00 -2.26 0.98
O 2.250 0.889 -0.239 -1.06 1.88 -0.57
Tb 0.761 2.024 -0.750 0.89 -1.23 0.73
H -2.828 1.573 0.834 -0.33 -0.04 0.43
H -2.227 -0.153 -0.957 0.21 -0.32 -0.12
H 0.144 -1.314 -1.127 0.30 -0.42 0.24
H 0.047 -0.571 1.361 -2.36 2.59 -0.12
H 2.473 -1.067 -0.899 -0.14 0.41 0.38
H 2.284 -0.843 0.864 0.21 0.23 -0.33
```
Forces are in eV/Å.

The expectation value of S² is 16.732. The value obtained for the highest occupied orbital energy (spin up / spin down) is -18.6 / -16.8 eV. Its charge is +2. For the LUMO energy (spin up / spin down), the calculation gives -10.4 / -10.7 eV. As for the spin multiplicity: 8. The value obtained for the max |F| is 4.36 eV/A. The calculation puts the electronic energy at -30751.3797 eV. The energy above the lowest of the compared OMol25 structures with the same formula, charge and spin is 0.610 eV. The value obtained for the orbital gap (spin up / spin down) is 8.25 / 6.11 eV.